# 1
Here is an isolated ion of composition CHFNO3S and charge -1 at a distorted geometry from the OMol25 dataset. Energies are from the ωB97M-V functional and the def2-TZVPD basis.

Cartesian coordinates (Å):
H (-1.92, -2.38, 1.34)
N (-1.22, -2.36, 0.59)
C (-0.97, -1.21, 0.10)
F (0.18, -1.08, -0.54)
S (-2.02, 0.35, 0.00)
O (-2.97, 0.00, -1.08)
O (-1.12, 1.46, -0.23)
O (-2.73, 0.42, 1.26)

Results
* E: -22239.962 eV
* max |F|: 0.0403 hartree/bohr
* relative energy (zero: lowest compared OMol25 entry of this formula, charge and spin): 14.9 kcal/mol
* charge: -1

---

# 2
Here is C41H64AlAs2N2O10PSe as an isolated structure from the OMol25 dataset. Energies are from the ωB97M-V functional and the def2-TZVPD basis.

Cartesian coordinates (Å):
Al (0.95, 0.07, 0.73)
O (-0.20, -0.43, 2.15)
C (-0.04, -1.15, 3.42)
C (0.71, -0.28, 4.41)
C (1.96, 0.38, 3.80)
C (2.77, -0.65, 3.07)
C (3.85, -1.28, 3.67)
C (4.47, -2.34, 3.04)
C (3.94, -2.81, 1.85)
C (2.88, -2.13, 1.29)
N (2.33, -1.03, 1.85)
H (-1.07, 0.00, 2.19)
H (0.49, -2.08, 3.21)
H (-1.03, -1.40, 3.78)
H (0.98, -0.89, 5.27)
H (0.05, 0.52, 4.77)
H (2.55, 0.84, 4.59)
H (1.67, 1.18, 3.12)
H (4.19, -0.94, 4.64)
H (5.32, -2.83, 3.49)
H (4.34, -3.68, 1.35)
H (2.42, -2.48, 0.38)
O (-0.22, -0.49, -0.67)
H (0.16, -1.11, -1.31)
H (-1.11, -0.17, -1.14)
Se (-0.09, 2.26, 0.69)
C (0.72, 3.08, 2.11)
N (1.24, 3.60, 3.00)
C (2.01, 3.03, -4.62)
C (1.67, 1.55, -4.83)
C (1.49, 0.81, -3.49)
C (2.53, 1.33, -2.50)
C (2.21, 2.80, -2.13)
C (1.47, 3.51, -3.27)
P (2.79, 0.20, -1.06)
C (3.35, -1.42, -1.81)
C (4.26, -1.30, -3.05)
C (4.18, -2.55, -3.94)
C (4.08, -3.82, -3.08)
C (2.77, -3.84, -2.27)
C (2.21, -2.42, -2.08)
C (4.28, 0.81, -0.15)
C (3.84, 1.91, 0.85)
C (5.03, 2.35, 1.70)
C (6.17, 2.90, 0.81)
C (5.91, 2.71, -0.68)
C (5.49, 1.27, -1.00)
H (1.60, 3.63, -5.43)
H (3.09, 3.18, -4.64)
H (2.46, 1.07, -5.41)
H (0.74, 1.45, -5.41)
H (1.60, -0.26, -3.68)
H (0.49, 0.98, -3.10)
H (3.50, 1.33, -3.00)
H (3.14, 3.33, -1.92)
H (1.60, 2.85, -1.23)
H (1.60, 4.59, -3.17)
H (0.40, 3.31, -3.22)
H (3.95, -1.85, -1.00)
H (5.29, -1.17, -2.72)
H (4.01, -0.43, -3.66)
H (5.06, -2.59, -4.57)
H (3.31, -2.50, -4.61)
H (4.95, -3.86, -2.42)
H (4.13, -4.70, -3.72)
H (2.95, -4.29, -1.29)
H (2.03, -4.45, -2.77)
H (1.48, -2.45, -1.26)
H (1.66, -2.14, -2.98)
H (4.58, -0.05, 0.45)
H (3.05, 1.52, 1.51)
H (3.41, 2.76, 0.33)
H (5.38, 1.50, 2.28)
H (4.70, 3.11, 2.41)
H (7.11, 2.40, 1.07)
H (6.32, 3.96, 1.01)
H (6.81, 2.95, -1.25)
H (5.14, 3.40, -1.02)
H (6.33, 0.61, -0.79)
H (5.28, 1.19, -2.07)
C (-4.30, 0.98, -3.44)
O (-4.37, 0.73, -2.01)
C (-3.33, 0.30, -1.37)
O (-2.24, 0.10, -1.93)
C (-3.42, 0.15, 0.11)
C (-4.04, 1.07, 0.88)
As (-5.96, 1.20, 0.53)
C (-6.50, 2.22, 2.12)
C (-6.02, -0.62, 1.40)
C (-5.13, -1.61, 1.41)
As (-3.20, -1.67, 0.86)
C (-3.59, -2.59, -0.84)
C (-5.39, -3.00, 1.96)
O (-4.46, -3.66, 2.37)
O (-6.63, -3.43, 1.85)
C (-6.89, -4.75, 2.38)
C (-7.39, -0.76, 2.04)
O (-7.60, -1.13, 3.16)
O (-8.32, -0.28, 1.20)
C (-9.69, -0.32, 1.67)
C (-3.47, 1.20, 2.26)
O (-3.08, 0.24, 2.91)
O (-3.30, 2.40, 2.77)
C (-3.49, 3.62, 2.02)
H (-4.66, 1.99, -3.61)
H (-4.95, 0.27, -3.93)
H (-3.28, 0.88, -3.80)
H (-6.27, 3.28, 1.97)
H (-6.02, 1.87, 3.03)
H (-7.57, 2.13, 2.22)
H (-4.40, -2.11, -1.40)
H (-3.90, -3.60, -0.58)
H (-2.71, -2.65, -1.48)
H (-7.92, -4.97, 2.12)
H (-6.76, -4.75, 3.45)
H (-6.21, -5.47, 1.93)
H (-10.23, 0.39, 1.06)
H (-9.73, -0.06, 2.72)
H (-10.09, -1.32, 1.53)
H (-3.88, 4.35, 2.71)
H (-4.17, 3.49, 1.18)
H (-2.53, 3.95, 1.65)

Results
* E: -269908.617 eV
* max |F|: 0.0142 hartree/bohr
* relative energy (zero: lowest compared OMol25 entry of this formula, charge and spin): 0.0 kcal/mol
* charge: +2

---

# 3
Here is a 15-piece molecular cluster, C4H42N3O14 overall at a distorted geometry from the OMol25 dataset. Energies are from the ωB97M-V functional and the def2-TZVPD basis.

Cartesian coordinates (Å):
N (-1.79, -0.09, -1.06)
C (-1.78, -0.91, 0.24)
C (-0.77, -0.35, 1.12)
C (-1.39, 0.06, 2.47)
N (-1.95, -1.18, 2.99)
C (-1.32, -2.37, -0.19)
N (-0.37, -2.30, -1.34)
H (-2.07, -0.65, -1.91)
H (-2.37, 0.79, -0.97)
H (-0.86, 0.24, -1.20)
H (-2.79, -0.95, 0.60)
H (-0.16, 0.46, 0.81)
H (0.03, -1.11, 1.41)
H (-2.13, 0.80, 2.35)
H (-0.78, 0.49, 3.23)
H (-2.92, -1.39, 2.80)
H (-1.74, -1.38, 3.94)
H (-0.97, -2.95, 0.63)
H (-2.23, -2.90, -0.53)
H (-0.03, -3.33, -1.38)
H (0.48, -1.83, -1.01)
H (0.33, -1.19, -4.25)
H (-0.73, -1.69, -3.41)
O (-0.62, -0.99, -4.08)
H (-2.67, 2.88, -2.12)
H (-3.03, 2.88, -0.65)
O (-3.27, 2.48, -1.50)
H (-1.20, 2.42, -3.11)
H (-0.72, 1.00, -3.66)
O (-0.93, 1.53, -2.90)
H (2.50, -2.55, -3.25)
H (2.86, -1.09, -2.86)
O (2.52, -1.64, -3.57)
H (0.84, 2.05, -1.95)
H (2.18, 1.93, -2.64)
O (1.48, 2.56, -2.44)
H (4.31, 1.02, -3.07)
H (3.22, 0.92, -3.92)
O (3.40, 0.76, -2.92)
H (2.31, 1.75, 0.78)
H (2.15, 2.53, -0.43)
O (1.57, 2.20, 0.30)
H (5.34, -0.74, 0.40)
H (4.31, 0.08, 1.07)
O (4.50, -0.29, 0.20)
H (1.63, -3.08, 3.46)
H (0.12, -3.27, 2.98)
O (1.00, -2.95, 2.75)
H (-5.22, 0.41, 2.23)
H (-4.12, 0.95, 1.51)
O (-4.56, 0.09, 1.59)
H (-2.10, 3.09, 1.92)
H (-3.44, 3.55, 2.43)
O (-3.04, 3.04, 1.73)
H (2.77, -3.19, 0.41)
H (2.99, -1.77, 0.04)
O (2.61, -2.59, -0.33)
H (0.82, 2.36, 1.82)
H (1.01, 2.66, 3.44)
O (0.47, 2.36, 2.71)
H (1.63, -0.24, 2.32)
H (2.25, 0.35, 3.45)
O (2.45, 0.29, 2.49)

Results
* E: -37959.396 eV
* max |F|: 0.0886 hartree/bohr
* relative energy (zero: lowest compared OMol25 entry of this formula, charge and spin): 10.4 kcal/mol
* charge: +1

---

# 4
Here is C15H14BF14HfN2O9S3 as an isolated structure at a distorted geometry from the OMol25 dataset. Energies are from the ωB97M-V functional and the def2-TZVPD basis.

Cartesian coordinates (Å):
C (-2.16, -2.77, 3.94)
N (-1.21, -2.55, 2.86)
C (-1.57, -2.98, 1.63)
C (-0.80, -2.65, 0.55)
C (0.43, -2.00, 0.72)
C (0.79, -1.59, 1.98)
C (-0.08, -1.84, 3.04)
C (1.24, -1.67, -0.46)
C (2.61, -1.88, -0.51)
C (3.33, -1.70, -1.67)
N (2.72, -1.12, -2.71)
C (1.42, -0.71, -2.66)
C (0.65, -1.08, -1.58)
C (3.35, -1.19, -4.08)
H (-1.79, -2.19, 4.79)
H (-2.18, -3.80, 4.31)
H (-3.18, -2.44, 3.78)
H (-2.47, -3.57, 1.51)
H (-1.22, -2.66, -0.45)
H (1.57, -0.86, 2.21)
H (-0.01, -1.44, 4.04)
H (3.08, -2.44, 0.29)
H (4.37, -2.01, -1.73)
H (1.09, -0.22, -3.56)
H (-0.40, -0.85, -1.75)
H (2.64, -1.72, -4.70)
H (4.23, -1.82, -3.97)
H (3.56, -0.18, -4.42)
Hf (-1.35, 2.66, 1.03)
C (3.25, 2.04, -0.38)
F (2.52, 1.23, -1.13)
F (4.41, 1.41, -0.11)
F (3.55, 3.18, -0.96)
S (2.39, 2.24, 1.32)
O (2.97, 3.40, 1.97)
O (0.94, 2.46, 0.98)
O (2.61, 0.99, 2.02)
C (-1.19, 2.49, -3.73)
F (-2.41, 2.16, -3.35)
F (-0.48, 1.38, -3.96)
F (-1.21, 3.18, -4.85)
S (-0.29, 3.59, -2.45)
O (1.12, 3.31, -2.62)
O (-0.79, 4.89, -2.76)
O (-0.76, 3.10, -1.11)
C (-3.88, -0.22, -0.91)
F (-4.79, -1.13, -1.16)
F (-2.70, -0.74, -1.22)
F (-4.10, 0.85, -1.65)
S (-4.06, 0.24, 0.92)
O (-3.31, 1.53, 1.11)
O (-5.47, 0.45, 1.07)
O (-3.51, -0.85, 1.68)
B (-0.48, 1.45, 3.75)
F (-1.43, 0.86, 2.87)
F (0.61, 0.66, 4.03)
F (-0.18, 2.65, 3.10)
F (-1.10, 1.82, 4.94)
F (-0.91, 0.67, 0.15)

Results
* E: -109723.877 eV
* max |F|: 0.1891 hartree/bohr
* charge: +1

---

# 5
Here is a single C17H20BrN3O5S molecule at a distorted geometry from the OMol25 dataset. Energies are from the ωB97M-V functional and the def2-TZVPD basis.

Cartesian coordinates (Å):
C (-3.50, -3.68, 1.60)
C (-3.06, -4.18, 0.22)
O (-2.65, -3.13, -0.63)
C (-1.46, -2.51, -0.41)
C (-0.46, -2.94, 0.46)
C (0.73, -2.24, 0.56)
C (0.96, -1.09, -0.18)
N (2.15, -0.36, -0.07)
C (3.01, -0.53, 1.09)
C (3.84, 0.71, 1.41)
O (5.00, 0.65, 1.72)
N (3.14, 1.88, 1.44)
N (1.83, 1.91, 1.18)
C (1.26, 3.00, 0.84)
C (-0.14, 2.98, 0.55)
C (-1.05, 1.96, 0.61)
C (-2.26, 2.50, 0.13)
Br (-3.89, 1.59, -0.05)
C (-2.03, 3.82, -0.18)
C (-2.92, 4.87, -0.72)
O (-0.74, 4.11, 0.08)
S (2.74, 0.50, -1.37)
C (2.88, -0.76, -2.66)
O (1.81, 1.50, -1.81)
O (4.06, 0.94, -1.02)
C (-0.04, -0.66, -1.05)
C (-1.22, -1.36, -1.17)
H (-4.28, -2.94, 1.49)
H (-3.87, -4.51, 2.19)
H (-2.66, -3.22, 2.13)
H (-2.28, -4.94, 0.31)
H (-3.92, -4.62, -0.29)
H (-0.58, -3.83, 1.06)
H (1.49, -2.62, 1.24)
H (2.37, -0.71, 1.96)
H (3.71, -1.37, 0.96)
H (3.69, 2.74, 1.43)
H (1.79, 3.95, 0.73)
H (-0.87, 0.95, 0.93)
H (-2.95, 5.73, -0.04)
H (-2.55, 5.23, -1.68)
H (-3.92, 4.48, -0.84)
H (3.64, -1.47, -2.34)
H (1.92, -1.25, -2.78)
H (3.18, -0.27, -3.57)
H (0.10, 0.24, -1.63)
H (-2.00, -1.03, -1.84)

Results
* E: -113537.015 eV
* max |F|: 0.0311 hartree/bohr

---

# 6
Here is a 2-piece molecular cluster, C4H9NO3 overall from the OMol25 dataset. Energies are from the ωB97M-V functional and the def2-TZVPD basis.

Cartesian coordinates (Å):
O (1.87, -1.58, -2.40)
C (2.04, -1.59, -1.21)
C (1.24, -0.74, -0.25)
C (-0.26, -0.78, -0.52)
N (-1.03, 0.06, 0.38)
C (-0.98, -0.09, 1.72)
O (-1.34, 0.76, 2.52)
H (2.77, -2.26, -0.73)
H (1.54, -0.98, 0.77)
H (1.58, 0.29, -0.40)
H (-0.42, -0.43, -1.53)
H (-0.67, -1.79, -0.51)
H (-1.32, 0.99, 0.10)
H (-0.61, -1.07, 2.08)
O (-1.23, 3.00, -0.16)
H (-1.54, 3.18, 0.75)
H (-1.29, 3.83, -0.64)

Results
* E: -11926.312 eV
* max |F|: 0.0173 hartree/bohr
* relative energy (zero: lowest compared OMol25 entry of this formula, charge and spin): 28.4 kcal/mol

---

Calculated orbital gap (eV), listed in the same order as above: 9.67; 7.53; 9.40; 7.19; 8.30; 10.33
Calculated highest occupied orbital energy (eV), listed in the same order as above: -5.4; -12.9; -11.7; -13.0; -7.8; -9.7